{"formula": "C9H17AlF3O", "method": "wB97M-V/def2-TZVPD", "species": ["C", "C", "C", "C", "Al", "F", "C", "C", "C", "F", "C", "C", "O", "F", "H", "H", "H", "H", "H", "H", "H", "H", "H", "H", "H", "H", "H", "H", "H", "H", "H"], "coordinates": [[3.5967, -1.5529, 1.0745], [2.6645, -1.7411, -0.1194], [2.4572, -0.4410, -0.9141], [1.0000, -0.2270, -1.3449], [-0.1252, 0.3532, 0.2262], [0.6881, -0.1116, 1.6738], [-1.9344, -0.5225, 0.2149], [-2.9184, 0.0939, -0.7928], [-4.3539, -0.2934, -0.5429], [-4.4793, -1.6827, -0.4709], [-0.2356, 2.4060, 0.2501], [-0.2177, 2.8958, 1.6111], [-1.1345, 3.2022, 2.3494], [1.0611, 2.9599, 2.1095], [4.6290, -1.4261, 0.7500], [3.3002, -0.6673, 1.6214], [3.5675, -2.4046, 1.7470], [1.7091, -2.0899, 0.2538], [3.0827, -2.5063, -0.7681], [2.7912, 0.3987, -0.3094], [3.1235, -0.4813, -1.7798], [0.9966, 0.5503, -2.1123], [0.6224, -1.1382, -1.8058], [-1.7759, -1.5536, -0.0940], [-2.3944, -0.5585, 1.2000], [-2.6743, -0.2524, -1.7945], [-2.8476, 1.1787, -0.7764], [-5.0130, 0.0257, -1.3482], [-4.7219, 0.1047, 0.3998], [0.6664, 2.7464, -0.2485], [-1.1299, 2.7351, -0.2592]], "forces_ev_per_a": [[0.0, -0.1, -0.3], [0.2, 0.4, 0.3], [0.0, -0.5, -0.2], [0.1, 0.4, 0.4], [0.0, -0.7, 0.2], [0.0, 0.1, -0.2], [0.1, 0.5, -0.5], [0.1, -0.5, 0.4], [0.0, 0.1, 0.0], [-0.1, -0.2, 0.0], [0.4, 0.1, 0.3], [-1.5, 0.2, 0.9], [1.3, -0.4, -0.9], [-0.1, 0.1, 0.1], [0.2, 0.1, 0.0], [-0.1, 0.1, 0.3], [0.0, -0.2, 0.2], [-0.3, -0.1, 0.0], [-0.1, -0.3, -0.2], [0.1, 0.2, 0.2], [0.1, 0.1, -0.1], [-0.2, 0.1, -0.2], [-0.1, -0.2, -0.2], [0.0, -0.3, 0.1], [0.0, 0.1, 0.3], [0.2, 0.1, -0.3], [-0.2, 0.3, -0.1], [-0.1, 0.1, -0.1], [0.0, 0.1, 0.2], [0.1, 0.0, -0.3], [-0.2, 0.1, -0.1]], "mulliken_charge": [-1.389, -0.289, -0.753, -0.854, -0.251, -0.469, -0.663, -0.364, -0.487, -0.317, -0.411, 0.357, -0.625, -0.263, 0.360, 0.339, 0.352, 0.222, 0.439, 0.280, 0.405, 0.445, 0.410, 0.274, 0.526, 0.239, 0.145, 0.312, 0.300, 0.352, 0.376], "max_force_ev_per_a": 1.72, "total_charge": -1, "lumo_energy_ev": 3.38}

---

{"formula": "C9H17BrN4", "method": "wB97M-V/def2-TZVPD", "species": ["C", "C", "C", "C", "C", "C", "C", "C", "C", "N", "N", "N", "N", "Br", "H", "H", "H", "H", "H", "H", "H", "H", "H", "H", "H", "H", "H", "H", "H", "H", "H"], "coordinates": [[-1.4898, -1.8602, -0.2533], [-0.5691, -2.2382, 2.0220], [-2.0654, -0.4334, -0.2063], [2.1499, 1.1500, -1.6191], [0.9439, 0.3513, -2.1287], [1.9229, 1.5675, -0.1907], [-0.4096, 1.1611, -2.0815], [0.5208, 2.3679, -0.0989], [-1.1565, 0.7139, 0.2092], [-0.8790, -2.3981, 0.6890], [0.7167, -1.9276, 2.2046], [-1.4300, -2.3948, 3.0541], [-0.5116, 1.4553, -0.5670], [-1.0509, 1.0717, 2.1308], [-1.6328, -2.3193, -1.2936], [-2.6293, -0.0821, -1.0958], [-2.8514, -0.5603, 0.5345], [3.1085, 0.6484, -1.7472], [2.2330, 2.0259, -2.2671], [1.1874, 0.1756, -3.1727], [0.8342, -0.6413, -1.4708], [1.9381, 0.6772, 0.4953], [2.6813, 2.2513, 0.2197], [-0.3788, 2.1909, -2.5342], [-1.1800, 0.4544, -2.4007], [0.3434, 2.9329, 0.8640], [0.6275, 3.2474, -0.8150], [1.0346, -2.1338, 3.1894], [-2.3197, -2.7143, 2.8513], [-1.1122, -2.4640, 3.9601], [1.4240, -2.2754, 1.5187]], "forces_ev_per_a": [[-0.1, 1.6, -2.1], [-0.4, 0.4, -1.3], [-0.8, 0.7, 0.2], [-0.4, 0.5, -0.1], [0.2, -0.6, 0.6], [-0.9, 0.7, 1.4], [1.7, -0.1, 1.4], [2.4, 2.1, -0.4], [-1.1, -1.1, 2.6], [-0.5, -1.4, 1.7], [1.5, -1.4, 2.0], [2.0, 0.8, -3.9], [0.2, 0.3, -1.4], [-0.3, -0.4, -1.4], [0.5, -0.1, 1.8], [0.6, -0.8, 0.2], [-0.1, 0.5, 0.4], [-0.2, -0.4, 0.1], [0.0, 0.2, 0.1], [-0.4, -0.8, -0.1], [0.0, 1.9, -1.7], [-0.3, 0.7, -0.5], [-0.1, -0.2, -0.4], [-0.2, -1.4, 0.0], [-0.2, 0.9, 0.0], [-0.2, -1.4, -0.9], [-0.4, -1.3, 0.4], [-0.1, 0.6, -1.4], [-2.1, -0.6, -0.3], [0.9, -0.2, 2.3], [-1.1, 0.6, 0.6]], "mulliken_charge": [-0.073, 0.382, -0.898, -0.804, -0.246, -0.254, -0.582, -0.896, 0.648, -0.289, -0.320, -0.270, -0.003, 0.013, 0.382, 0.501, 0.476, 0.383, 0.342, 0.416, 0.063, 0.092, 0.414, 0.400, 0.297, 0.419, 0.369, 0.279, 0.236, 0.212, 0.310], "max_force_ev_per_a": 4.44, "total_charge": 2, "smiles": "NC(=[NH2+])/N=C\\CC(Br)=[N+]1CCCCC1", "de_lowest_kcal_mol": 0.0, "lumo_energy_ev": -7.35}

---

{"formula": "C9H17BrO3", "method": "wB97M-V/def2-TZVPD", "species": ["C", "C", "C", "C", "C", "C", "C", "C", "C", "O", "O", "O", "Br", "H", "H", "H", "H", "H", "H", "H", "H", "H", "H", "H", "H", "H", "H", "H", "H", "H"], "coordinates": [[-1.6076, 0.2507, -0.4387], [-1.1381, 3.4260, 0.0430], [2.4575, -1.7354, -0.4558], [1.4338, -1.4885, 1.7212], [1.2695, 0.3493, -0.0956], [-2.3169, 2.5173, -0.2028], [-1.4484, -0.9933, 0.3690], [-0.0172, -1.8133, -0.3702], [1.2652, -1.1517, 0.1995], [-1.5253, 0.3324, -1.6580], [-0.1481, -2.0443, -1.7005], [-1.9933, 1.3045, 0.3474], [-2.8847, -2.1281, 0.0874], [-0.2449, 3.1825, -0.6372], [-1.4467, 4.5068, -0.0163], [-0.8103, 3.3193, 1.0640], [2.5306, -2.8317, -0.3023], [2.4931, -1.5771, -1.5074], [3.3430, -1.3153, -0.1022], [1.4034, -0.5687, 2.2648], [0.6104, -2.0485, 1.9102], [2.4081, -2.1173, 1.7721], [0.7653, 0.9127, 0.6827], [0.8476, 0.6931, -1.0649], [2.1998, 0.7092, -0.1610], [-2.3520, 2.3038, -1.3282], [-3.2817, 2.7035, 0.1638], [-1.3275, -0.8362, 1.4323], [-0.1759, -2.7336, 0.1138], [-0.3085, -1.1281, -2.1301]], "forces_ev_per_a": [[-1.4, 1.4, -0.5], [0.3, 1.6, -0.4], [-0.1, -2.1, -1.2], [2.8, 0.5, -2.5], [-3.3, -0.4, -0.2], [1.7, -0.2, -3.9], [3.5, -0.4, -1.9], [-1.7, 1.4, 2.7], [-0.5, 0.5, -0.4], [0.1, -0.1, 1.5], [-0.2, 2.6, -1.3], [1.0, -3.7, 1.0], [-1.4, -0.9, -0.2], [-1.5, 0.5, 0.9], [0.5, -0.9, -0.4], [0.2, -0.2, 0.5], [-0.1, 0.5, 0.0], [-0.3, 0.1, -1.1], [1.5, 0.8, 1.0], [0.4, 0.3, 0.8], [-2.3, -2.0, 1.5], [-1.8, 1.3, 0.7], [-0.3, 0.1, 0.1], [-0.1, -0.7, 0.4], [3.9, 1.3, 0.2], [-0.5, 0.8, 1.3], [-1.1, 1.2, 0.6], [0.2, 0.2, 0.0], [0.2, -1.5, 0.6], [0.2, -2.0, 0.7]], "mulliken_charge": [0.356, -1.039, -2.367, -1.585, -2.152, -0.266, 0.128, -1.316, 2.555, -0.666, -0.582, -0.305, -0.066, 0.202, 0.374, 0.303, 0.471, 0.429, 0.612, 0.314, 0.413, 0.382, 0.398, 0.295, 0.703, 0.266, 0.402, 0.421, 0.856, 0.464], "max_force_ev_per_a": 4.27, "smiles": "CCOC(=O)[C@@H](Br)[C@@H](O)C(C)(C)C", "de_lowest_kcal_mol": 29.6, "lumo_energy_ev": 0.64}

---

{"formula": "C9H17BrO3S", "method": "wB97M-V/def2-TZVPD", "species": ["C", "C", "C", "C", "C", "C", "C", "C", "C", "O", "O", "O", "S", "Br", "H", "H", "H", "H", "H", "H", "H", "H", "H", "H", "H", "H", "H", "H", "H", "H", "H"], "coordinates": [[1.1898, 0.2652, -0.3183], [-3.2428, -0.9425, 1.9059], [-0.5666, 0.4334, -2.2308], [1.7358, -0.4506, -2.6195], [1.3342, 2.0032, -2.2402], [1.7930, -0.5200, 2.8376], [-2.2361, -0.0614, 1.0944], [0.9317, 0.5926, -1.7920], [-0.9763, 0.4118, 1.8227], [1.6410, 1.0661, 0.4039], [0.8455, -0.9285, 0.1629], [-0.0473, -2.3199, 2.0469], [0.2898, -0.9579, 1.8271], [-1.0963, 0.2947, 3.7849], [-4.1692, -0.9531, 1.4609], [-3.2857, -0.4702, 2.8604], [-2.6956, -1.8386, 1.9325], [-0.5864, 0.4963, -3.2962], [-1.0030, -0.5464, -2.0107], [-1.1956, 1.2503, -1.9257], [2.6997, -0.3571, -2.6028], [1.3104, -0.3913, -3.6433], [1.5638, -1.4639, -2.2851], [0.9331, 2.8751, -1.6728], [0.9941, 2.0428, -3.2336], [2.3742, 1.9832, -2.2818], [2.1977, 0.4071, 2.5788], [1.4355, -0.8171, 3.8039], [2.5369, -1.3275, 2.5847], [-2.9141, 0.6896, 0.7696], [-1.7913, -0.4655, 0.2755]], "forces_ev_per_a": [[-1.0, 1.0, -1.8], [3.4, 1.1, -0.5], [0.6, -0.7, 0.6], [-6.2, -0.5, -0.7], [-0.9, -0.4, 1.7], [-0.5, -3.5, -1.3], [-1.3, 0.5, 3.2], [-1.1, -1.3, -0.6], [1.4, -1.0, 0.2], [1.8, 2.5, 1.9], [-1.2, -1.9, 1.1], [0.2, -1.2, 0.0], [-0.1, 2.8, -1.6], [-0.4, 0.8, 1.0], [-2.0, -0.4, -1.1], [-0.4, -0.1, 0.7], [-0.3, -1.9, 0.7], [0.2, 0.0, -0.9], [0.0, 0.2, 0.4], [-0.3, 0.2, 0.7], [5.7, 1.2, 0.0], [0.7, -0.1, 0.4], [-0.5, -0.3, 0.2], [0.3, -0.9, -0.2], [-0.5, 0.4, -1.4], [1.9, 0.7, 0.1], [0.1, 1.6, 0.1], [0.1, 0.8, 0.7], [-0.8, 0.7, -0.2], [0.4, 1.8, -0.5], [0.5, -1.8, -2.8]], "mulliken_charge": [0.258, -1.335, -1.878, -1.879, -1.739, -1.156, -0.019, 2.083, -0.089, -0.542, -0.490, -0.665, 1.102, -0.290, 0.473, 0.322, 0.325, 0.602, 0.364, 0.388, 0.622, 0.385, 0.376, 0.312, 0.478, 0.463, 0.349, 0.529, 0.379, 0.395, -0.123], "max_force_ev_per_a": 6.29, "lumo_energy_ev": 0.54}

---

| no. | Kohn-Sham gap (eV) |
| --- | --- |
| 1 | 8.41 |
| 2 | 10.35 |
| 3 | 10.12 |
| 4 | 8.37 |